1.
69
Properties=species:S:1:pos:R:3:nbo_charge:R:1 method="wB97M-V/def2-TZVPD" homo_lumo_gap_ev="7.131 / 7.514" total_charge=-1 mol_weight_g_mol=863.647 homo_ha="-0.201 / -0.201" e_above_lowest_kj_mol=0.0 spin_multiplicity=3
V 0.346 0.114 0.795 1.183
C 0.784 2.346 -2.323 -0.427
N -0.426 1.663 -2.742 -0.345
C -1.376 2.212 -3.575 -0.097
C -2.320 1.262 -3.762 -0.030
N -1.957 0.147 -3.050 -0.465
B -2.779 -1.198 -3.112 0.196
N -3.045 -1.725 -1.684 -0.517
C -2.675 -2.969 -1.223 -0.030
C -3.150 -3.115 0.030 -0.111
N -3.809 -1.939 0.342 -0.365
C -4.541 -1.706 1.568 -0.409
C -3.733 -1.088 -0.716 0.289
S -4.416 0.473 -0.794 -0.419
C -0.803 0.401 -2.427 0.292
S 0.111 -0.725 -1.477 -0.208
H 0.525 3.313 -1.889 0.212
H 1.439 2.495 -3.181 0.206
H 1.304 1.748 -1.580 0.275
H -1.292 3.220 -3.940 0.223
H -3.240 1.284 -4.316 0.239
H -2.131 -2.025 -3.711 -0.051
H -3.818 -0.925 -3.661 -0.045
H -2.085 -3.630 -1.830 0.230
H -3.072 -3.925 0.733 0.221
H -3.902 -1.903 2.426 0.207
H -5.416 -2.356 1.612 0.196
H -4.860 -0.668 1.579 0.253
Cl -2.297 0.350 3.341 0.043
C -1.324 -1.083 3.278 -0.039
C -0.372 -1.204 2.280 -0.430
C 0.397 -2.346 2.300 0.040
Cl 1.643 -2.394 1.072 0.100
C 0.254 -3.375 3.219 -0.123
Cl 1.259 -4.771 3.157 0.043
C -0.733 -3.238 4.191 -0.080
Cl -0.973 -4.491 5.350 0.041
C -1.522 -2.085 4.227 -0.092
Cl -2.741 -1.924 5.436 0.040
O -0.123 5.535 2.646 -0.681
C -0.970 5.364 1.650 0.784
O -1.626 6.266 1.182 -0.612
C -1.089 3.983 1.112 -0.263
C -1.992 3.590 0.136 0.057
N -1.804 2.289 -0.097 -0.331
N -0.833 1.804 0.690 -0.339
C -0.400 2.811 1.441 0.084
C 0.579 2.440 2.518 0.789
O 0.991 3.330 3.274 -0.668
O 0.832 1.203 2.564 -0.695
H 0.326 4.674 2.920 0.506
H -2.760 4.157 -0.362 0.246
H -2.442 1.625 -0.569 0.459
F 8.676 4.366 -1.380 -0.330
C 8.591 3.511 -0.340 0.976
F 9.509 2.545 -0.576 -0.332
F 9.010 4.176 0.751 -0.327
C 7.213 2.950 -0.181 -0.175
C 6.655 2.791 1.080 -0.173
C 5.395 2.235 1.211 -0.182
C 4.676 1.823 0.085 -0.119
C 5.254 1.990 -1.178 -0.140
C 6.510 2.550 -1.311 -0.191
C 3.374 1.251 0.233 -0.062
C 2.258 0.797 0.400 -0.424
H 7.201 3.110 1.957 0.226
H 4.944 2.118 2.188 0.234
H 4.703 1.669 -2.052 0.213
H 6.948 2.679 -2.292 0.220

***

2.
21
Properties=species:S:1:pos:R:3:nbo_charge:R:1 method="wB97M-V/def2-TZVPD" homo_lumo_gap_ev="7.752 / 7.112" mol_weight_g_mol=259.090 homo_ha="-0.326 / -0.284" e_above_lowest_kj_mol=463.8
C 3.075 1.640 0.304 -0.236
C 2.700 0.696 1.257 -0.193
C 2.259 1.792 -0.804 -0.191
C 1.446 0.048 1.129 -0.328
C 1.054 1.028 -0.993 -0.341
C 0.623 0.309 0.045 0.170
C -2.143 -1.205 1.275 -0.306
C -1.866 -0.987 -0.137 0.302
C -1.665 -1.448 -1.495 -0.711
N -2.489 -0.006 0.426 -0.381
I -4.708 0.222 -0.066 -0.066
H 4.046 2.120 0.532 0.228
H 3.311 0.462 2.109 0.215
H 2.550 2.440 -1.653 0.220
H 1.161 -0.668 1.912 0.219
H 0.353 1.020 -1.778 0.229
H -3.080 -1.664 1.484 0.195
H -1.522 -0.928 2.141 0.210
H -0.758 -1.983 -1.614 0.251
H -1.968 -0.745 -2.237 0.254
H -2.380 -2.140 -1.837 0.260

***

3.
100
Properties=species:S:1:pos:R:3:mulliken_charge:R:1 method="wB97M-V/def2-TZVPD" homo_lumo_gap_ev=7.960 smiles="CC(=O)N(C)c1c(B(O)N(C)C)ccc2c1Nc1c(N)c(CCCC(F)(F)C(F)(F)F)c(CCCCn3cccc3)c(CCO)c1S2.c1ccccc1" mol_weight_g_mol=759.695 homo_ha=-0.280
C 4.785 -4.072 1.749 -0.880
C 4.584 -2.775 2.621 0.696
O 5.350 -2.576 3.556 -0.631
N 3.560 -1.798 2.378 0.544
C 3.702 -0.578 3.199 -0.904
C 3.309 -1.538 0.969 -0.357
C 4.241 -0.932 0.004 0.414
B 5.702 -0.431 0.462 1.190
O 6.666 -1.248 1.074 -0.572
N 6.047 1.014 0.240 -0.232
C 4.854 1.888 0.361 -0.590
C 6.696 1.117 -1.100 -0.998
C 3.909 -0.736 -1.442 -0.685
C 2.586 -1.136 -1.944 -0.839
C 1.642 -1.723 -0.979 0.573
C 1.956 -1.939 0.461 -0.225
N 0.980 -2.532 1.332 -0.379
C -0.296 -1.869 1.301 -0.626
C -0.980 -1.407 2.538 0.916
N -0.256 -1.682 3.775 -0.596
C -2.303 -0.714 2.498 -0.481
C -2.910 -0.228 3.850 -1.668
C -3.964 -1.212 4.522 -0.653
C -4.532 -2.345 3.584 -0.312
C -3.776 -3.718 3.830 0.882
F -2.524 -3.559 4.405 -0.251
F -4.539 -4.429 4.784 -0.337
C -3.702 -4.648 2.562 0.411
F -3.303 -5.908 3.018 -0.293
F -2.732 -4.276 1.663 -0.112
F -4.914 -4.853 1.951 -0.265
C -2.962 -0.489 1.171 1.078
C -4.339 0.284 1.163 -1.046
C -5.509 -0.448 0.365 -0.954
C -6.171 0.565 -0.672 -0.873
C -6.386 -0.027 -2.128 -0.870
N -5.792 0.791 -3.204 0.366
C -5.743 2.172 -3.363 -0.250
C -5.111 2.672 -4.579 -0.580
C -4.698 1.374 -5.237 -0.440
C -5.129 0.283 -4.353 -0.503
C -2.306 -0.951 -0.095 -0.244
C -2.936 -0.707 -1.523 -0.458
C -2.833 0.854 -1.805 -0.246
O -1.493 1.251 -1.382 -0.553
C -0.996 -1.631 0.007 0.584
S -0.059 -2.224 -1.459 -0.531
H 4.030 -4.057 0.908 0.227
H 4.633 -5.007 2.363 0.349
H 5.808 -4.072 1.276 0.244
H 3.519 -0.887 4.274 0.302
H 2.887 0.144 2.929 0.353
H 4.734 -0.128 3.187 0.158
H 7.357 -0.613 1.362 0.273
H 4.277 1.879 -0.621 0.189
H 4.125 1.570 1.151 0.034
H 5.111 2.980 0.532 0.328
H 7.590 1.803 -1.128 0.243
H 6.954 0.066 -1.433 0.287
H 5.981 1.506 -1.893 0.245
H 4.630 -0.300 -2.176 0.283
H 2.259 -1.022 -3.011 0.350
H 1.327 -2.667 2.284 0.496
H 0.447 -0.963 3.967 0.159
H -0.888 -1.707 4.578 0.346
H -2.083 -0.025 4.588 0.450
H -3.417 0.765 3.679 0.428
H -4.848 -0.574 4.833 0.399
H -3.541 -1.598 5.497 0.272
H -4.612 -2.073 2.501 -0.346
H -5.592 -2.543 3.933 0.548
H -4.724 0.498 2.202 0.159
H -4.109 1.306 0.728 0.792
H -5.228 -1.438 -0.078 0.572
H -6.319 -0.669 1.127 0.513
H -5.624 1.536 -0.782 0.412
H -7.202 0.834 -0.288 0.551
H -6.039 -1.093 -2.237 0.518
H -7.500 -0.053 -2.342 0.285
H -6.142 2.943 -2.661 0.294
H -4.971 3.708 -4.956 0.388
H -4.161 1.312 -6.212 0.355
H -4.917 -0.773 -4.632 0.298
H -3.968 -1.125 -1.620 -0.189
H -2.322 -1.201 -2.336 0.549
H -2.909 1.131 -2.889 0.201
H -3.571 1.470 -1.228 0.146
H -1.580 1.961 -0.726 0.318
C 4.539 5.698 -4.865 -0.339
C 5.907 5.944 -4.816 -0.390
C 6.637 5.596 -3.685 -0.419
C 5.997 5.006 -2.602 -0.299
C 4.631 4.769 -2.648 -0.206
C 3.900 5.112 -3.778 -0.513
H 3.971 5.963 -5.749 0.356
H 6.404 6.406 -5.661 0.357
H 7.704 5.786 -3.648 0.362
H 6.563 4.732 -1.718 0.372
H 4.133 4.314 -1.799 0.340
H 2.833 4.924 -3.813 0.382

***

4.
51
Properties=species:S:1:pos:R:3:nbo_charge:R:1 method="wB97M-V/def2-TZVPD" homo_lumo_gap_ev=6.697 mol_weight_g_mol=857.914 homo_ha=-0.277 e_above_lowest_kj_mol=0.0
Ta -0.025 0.381 -2.411 1.594
O 5.699 3.553 -3.748 -0.544
C 4.598 3.086 -3.770 0.236
S 3.089 3.947 -3.311 0.360
C 2.092 2.534 -3.405 -0.407
C 2.629 1.394 -3.831 -0.387
S 1.827 -0.148 -3.930 -0.148
S 4.264 1.394 -4.373 0.321
S 0.357 2.647 -3.112 -0.013
C -0.275 2.252 3.815 -0.653
C 0.183 1.125 2.911 0.279
C 0.090 -0.180 3.299 -0.323
C 0.476 -1.129 2.367 0.094
N 0.974 -0.857 1.156 -0.542
C 1.075 0.451 0.851 0.313
S 1.729 1.010 -0.733 -0.199
N 0.711 1.439 1.689 -0.476
H -0.323 1.962 4.838 0.216
H -1.290 2.567 3.540 0.239
H 0.408 3.104 3.727 0.241
H -0.355 -0.482 4.236 0.225
H 0.375 -2.175 2.595 0.184
C 2.978 -2.446 -0.799 -1.001
As 1.155 -2.687 -1.304 2.042
C 1.370 -3.597 -2.980 -1.006
C 0.120 -3.732 -0.063 -0.973
O 0.217 -1.376 -1.663 -1.096
H 3.564 -3.321 -1.105 0.247
H 3.106 -2.310 0.283 0.271
H 3.372 -1.557 -1.328 0.295
H 2.141 -4.366 -2.843 0.242
H 1.737 -2.841 -3.712 0.280
H 0.435 -4.076 -3.304 0.257
H 0.680 -3.819 0.845 0.247
H -0.122 -4.688 -0.471 0.247
H -0.805 -3.209 0.165 0.278
Cl -1.489 -0.454 -4.098 -0.343
Br -3.014 -1.621 0.315 0.064
C -3.325 0.021 1.230 -0.057
C -4.011 -0.041 2.401 -0.257
C -4.354 1.142 3.065 -0.175
C -3.981 2.393 2.560 -0.232
C -3.195 2.422 1.441 -0.156
C -2.912 1.236 0.720 -0.121
C -2.133 1.419 -0.547 0.772
O -2.137 2.487 -1.117 -0.581
O -1.452 0.444 -1.033 -0.780
H -4.297 -1.015 2.816 0.232
H -4.892 1.037 3.994 0.218
H -4.234 3.310 3.069 0.225
H -2.829 3.369 1.061 0.249

***

5.
51
Properties=species:S:1:pos:R:3:nbo_charge:R:1 method="wB97M-V/def2-TZVPD" homo_lumo_gap_ev="7.444 / 7.509" total_charge=+1 mol_weight_g_mol=487.468 homo_ha="-0.396 / -0.406" e_above_lowest_kj_mol=0.0 spin_multiplicity=4
V 1.027 0.424 -1.320 1.344
C 3.531 -2.744 -2.824 -0.254
C 4.122 -3.329 -1.702 -0.130
C 3.741 -2.913 -0.452 -0.220
C 2.784 -1.896 -0.302 0.381
N 2.234 -1.317 -1.394 -0.594
C 2.604 -1.759 -2.616 0.036
N 2.432 -1.593 0.995 -0.520
C 1.818 -0.529 1.378 0.479
N 1.382 0.539 0.623 -0.737
C 0.726 1.436 1.444 0.458
N 0.145 2.543 1.146 -0.512
C 0.079 3.103 -0.111 0.383
C -0.378 4.430 -0.163 -0.215
C -0.493 5.079 -1.366 -0.131
C -0.148 4.407 -2.540 -0.254
C 0.289 3.115 -2.426 0.029
N 0.402 2.456 -1.252 -0.589
C 0.769 0.917 2.828 -0.021
C 0.278 1.434 4.011 -0.184
C 0.490 0.688 5.165 -0.185
C 1.174 -0.527 5.125 -0.189
C 1.667 -1.038 3.929 -0.157
C 1.446 -0.291 2.788 -0.111
H 3.785 -3.051 -3.828 0.240
H 4.863 -4.109 -1.815 0.236
H 4.153 -3.348 0.446 0.246
H 2.117 -1.284 -3.463 0.190
H -0.630 4.909 0.772 0.247
H -0.846 6.101 -1.403 0.237
H -0.217 4.881 -3.508 0.240
H 0.581 2.556 -3.311 0.188
H -0.247 2.379 4.030 0.238
H 0.122 1.056 6.113 0.227
H 1.325 -1.078 6.043 0.227
H 2.203 -1.976 3.888 0.236
N -5.204 -2.891 -0.531 -0.752
C -5.004 -1.592 -0.805 0.062
S -6.189 -0.467 -0.864 -0.056
C -3.574 -1.206 -1.005 -0.031
C -3.231 -0.256 -1.962 -0.192
C -1.911 0.113 -2.089 0.049
N -0.930 -0.395 -1.325 -0.526
C -1.259 -1.314 -0.411 0.064
C -2.558 -1.746 -0.224 -0.227
H -6.150 -3.209 -0.398 0.423
H -4.483 -3.580 -0.664 0.399
H -3.997 0.194 -2.576 0.261
H -1.620 0.859 -2.820 0.205
H -0.451 -1.711 0.192 0.220
H -2.769 -2.469 0.553 0.241

***

6.
16
Properties=species:S:1:pos:R:3:nbo_charge:R:1 method="wB97M-V/def2-TZVPD" homo_lumo_gap_ev=10.717 smiles="C[C@H]1N[C@H]1CC=O" mol_weight_g_mol=99.133 homo_ha=-0.358 e_above_lowest_kj_mol=218.4
C 1.814 -0.002 0.034 -0.627
C 0.769 -0.271 -1.026 -0.072
N 0.037 -1.536 -0.951 -0.596
C -0.688 -0.277 -0.758 -0.093
C -1.206 -0.055 0.623 -0.528
C -1.208 1.309 1.282 0.461
O -1.191 2.461 0.924 -0.515
H 1.587 -0.535 0.962 0.215
H 2.798 -0.343 -0.305 0.219
H 1.882 1.070 0.252 0.219
H 1.036 0.087 -2.019 0.194
H -0.140 -1.927 -1.871 0.358
H -1.346 0.071 -1.549 0.202
H -0.640 -0.700 1.312 0.239
H -2.248 -0.395 0.746 0.245
H -1.255 1.045 2.345 0.080

***

7.
2
Properties=species:S:1:pos:R:3:mulliken_charge:R:1 method="wB97M-V/def2-TZVPD" homo_lumo_gap_ev=13.021 mol_weight_g_mol=2.016 homo_ha=-0.450 e_above_lowest_kj_mol=180.1
H 0.217 -0.155 0.553 0.000
H -0.217 0.155 -0.553 0.000

***

8.
31
Properties=species:S:1:pos:R:3:nbo_charge:R:1 method="wB97M-V/def2-TZVPD" homo_lumo_gap_ev=8.544 smiles=Cc1c[nH]c2ccccc12.CCSC mol_weight_g_mol=207.342 homo_ha=-0.286 e_above_lowest_kj_mol=91.8
C 4.306 0.062 1.380 -0.618
C 2.925 -0.088 0.820 -0.108
C 1.880 -0.532 1.565 -0.020
N 0.718 -0.579 0.801 -0.534
C 1.055 -0.366 -0.521 0.132
C 0.330 -0.396 -1.698 -0.253
C 0.987 -0.131 -2.890 -0.214
C 2.335 0.211 -2.935 -0.231
C 3.012 0.323 -1.736 -0.217
C 2.448 -0.040 -0.525 -0.027
H 4.514 1.123 1.468 0.213
H 5.059 -0.311 0.705 0.214
H 4.384 -0.356 2.352 0.217
H 1.789 -0.860 2.590 0.205
H 0.015 -1.199 1.169 0.403
H -0.726 -0.621 -1.750 0.208
H 0.393 -0.321 -3.779 0.208
H 2.852 0.343 -3.875 0.214
H 4.067 0.585 -1.800 0.206
C -3.678 0.688 -1.061 -0.616
C -3.015 -0.049 0.100 -0.515
S -2.746 1.037 1.541 0.183
C -3.786 0.230 2.757 -0.752
H -4.748 0.708 -0.886 0.212
H -3.455 0.153 -1.988 0.206
H -3.269 1.681 -1.164 0.220
H -3.576 -0.895 0.462 0.212
H -2.034 -0.454 -0.135 0.205
H -3.533 -0.832 2.857 0.205
H -3.672 0.678 3.738 0.234
H -4.832 0.209 2.438 0.210

***

9.
51
Properties=species:S:1:pos:R:3:nbo_charge:R:1 method="wB97M-V/def2-TZVPD" homo_lumo_gap_ev=6.364 total_charge=+1 mol_weight_g_mol=305.442 homo_ha=-0.419 e_above_lowest_kj_mol=816.6
C -2.323 0.147 0.216 -0.668
C -0.953 0.723 -0.376 0.012
C 0.259 -0.222 -0.683 -0.195
C 1.629 0.242 -1.218 -0.212
C 1.840 1.757 -1.476 -0.208
C 0.645 2.720 -1.212 -0.253
C -0.751 2.227 -0.674 -0.091
C -1.892 3.363 -0.465 -0.259
N -1.143 4.551 0.131 -0.094
C -0.606 4.356 1.398 0.065
C 0.217 5.412 2.134 -0.153
C 0.351 6.678 1.261 -0.149
C -0.379 6.620 -0.070 0.008
N -1.124 5.599 -0.669 -0.119
H -2.972 -0.394 -0.557 0.246
H -2.904 0.992 0.751 0.203
H -2.075 -0.609 1.056 0.268
H 0.099 -1.336 -0.480 0.257
H 2.476 -0.498 -1.424 0.248
H 2.850 2.143 -1.846 0.243
H 0.858 3.835 -1.417 0.217
H -2.347 3.618 -1.486 0.278
H -2.689 3.003 0.290 0.247
H -0.777 3.357 1.932 0.281
H 0.692 5.273 3.151 0.285
H 0.940 7.598 1.568 0.279
H -0.314 7.580 -0.709 0.252
C -0.301 -2.102 4.202 -0.629
C 0.035 -2.531 2.783 0.091
C 1.363 -3.268 2.727 -0.631
O 0.096 -1.378 1.940 -0.738
H 0.459 -1.419 4.594 0.196
H -1.253 -1.563 4.225 0.212
H -0.372 -2.965 4.869 0.222
H -0.759 -3.175 2.395 0.184
H 2.182 -2.625 3.068 0.197
H 1.598 -3.560 1.700 0.221
H 1.343 -4.166 3.350 0.221
H 0.796 -0.801 2.274 0.464
C 1.473 -3.377 -2.761 -0.632
C 0.489 -4.536 -2.753 0.092
C -0.238 -4.656 -4.083 -0.630
O -0.464 -4.341 -1.708 -0.718
H 0.955 -2.426 -2.929 0.195
H 1.979 -3.296 -1.795 0.210
H 2.227 -3.505 -3.542 0.217
H 1.020 -5.467 -2.539 0.182
H -0.814 -3.750 -4.296 0.196
H -0.950 -5.485 -4.058 0.223
H 0.465 -4.823 -4.903 0.215
H -0.939 -3.519 -1.889 0.454

***

10.
15
Properties=species:S:1:pos:R:3:nbo_charge:R:1 method="wB97M-V/def2-TZVPD" homo_lumo_gap_ev=9.855 smiles="O=C(O)c1cccc(F)c1" mol_weight_g_mol=140.113 homo_ha=-0.359 e_above_lowest_kj_mol=0.0
O -2.268 1.097 1.688 -0.563
C -1.680 0.058 1.436 0.769
O -2.089 -1.118 1.959 -0.641
C -0.523 0.082 0.451 -0.163
C 0.031 -1.097 -0.158 -0.181
C 0.992 -1.012 -1.060 -0.220
C 1.521 0.189 -1.372 -0.266
C 0.976 1.424 -0.839 0.422
F 1.488 2.598 -1.204 -0.302
C -0.047 1.297 0.138 -0.225
H -1.438 -1.759 1.674 0.478
H -0.487 -2.107 0.272 0.188
H 1.704 -2.001 -1.449 0.234
H 2.312 0.306 -2.117 0.232
H -0.492 2.043 0.581 0.239

***

11.
62
Properties=species:S:1:pos:R:3:nbo_charge:R:1 method="wB97M-V/def2-TZVPD" homo_lumo_gap_ev=7.490 total_charge=+1 mol_weight_g_mol=417.483 homo_ha=-0.419
C -1.924 3.218 0.163 -0.248
O -0.653 3.767 -0.131 -0.531
C 0.330 3.444 0.824 -0.065
C 0.683 1.951 0.865 -0.451
C 2.144 1.614 0.470 -0.395
C 2.247 0.129 0.085 -0.390
C 2.163 -0.749 1.341 -0.401
C 1.232 -1.927 1.101 -0.291
C -0.172 -1.534 1.025 0.297
N -0.864 -1.909 2.007 -0.244
C -2.285 -1.665 2.167 -0.228
C -2.916 -1.201 0.863 -0.418
C -2.767 -2.206 -0.284 -0.491
C -2.975 -1.596 -1.674 0.624
F -3.188 -0.263 -1.603 -0.315
F -4.041 -2.152 -2.295 -0.300
C -1.744 -1.832 -2.600 0.921
F -2.057 -1.527 -3.882 -0.286
F -1.365 -3.143 -2.509 -0.315
F -0.667 -1.078 -2.227 -0.329
C 0.027 -2.554 3.017 -0.043
C -0.534 -3.388 4.147 -0.630
C 1.151 -3.086 2.121 -0.379
H -2.032 3.066 1.235 0.162
H -2.679 3.892 -0.206 0.211
H -2.025 2.242 -0.311 0.152
H -0.021 3.771 1.802 0.172
H 1.230 4.007 0.612 0.198
H 0.518 1.568 1.869 0.195
H 0.042 1.395 0.188 0.194
H 2.454 2.248 -0.350 0.224
H 2.796 1.764 1.323 0.212
H 3.178 -0.048 -0.435 0.234
H 1.427 -0.111 -0.584 0.177
H 3.148 -1.110 1.602 0.241
H 1.818 -0.168 2.190 0.203
H 1.468 -2.305 0.104 0.251
H -0.578 -0.999 0.186 0.252
H -2.368 -0.876 2.906 0.240
H -2.784 -2.535 2.570 0.236
H -3.977 -1.082 1.042 0.256
H -2.545 -0.207 0.639 0.229
H -3.525 -2.969 -0.172 0.263
H -1.816 -2.721 -0.306 0.222
H 0.472 -1.689 3.516 0.207
H -1.554 -3.136 4.408 0.230
H 0.065 -3.189 5.023 0.248
H -0.478 -4.449 3.942 0.233
H 2.033 -3.377 2.663 0.253
H 0.730 -3.916 1.555 0.214
C 2.699 2.595 -4.645 -0.722
C 2.600 3.265 -3.293 0.681
O 3.251 4.253 -3.012 -0.609
N 1.745 2.718 -2.381 -0.633
C 0.904 1.550 -2.532 -0.410
H 3.414 3.145 -5.247 0.253
H 3.044 1.565 -4.543 0.221
H 1.733 2.601 -5.152 0.229
H 1.723 3.211 -1.504 0.394
H -0.151 1.801 -2.399 0.198
H 1.182 0.806 -1.779 0.175
H 1.035 1.114 -3.517 0.222